P.
Density functional theory data (ωB97M-V/def2-TZVPD) for a 5-piece molecular cluster, H11NO4 overall.

**Total charge**: 0
**Gap between HOMO and LUMO**: 11.52 eV
**Lowest unoccupied orbital energy**: 0.571 eV
**Structure (SMILES)**: N.O.O.O.O
**Multiplicity**: 1

Positions of all 16 atoms, in Å:
N (-2.724, -1.145, 2.284)
H (-2.088, -1.556, 2.963)
H (-2.817, -0.178, 2.566)
H (-3.615, -1.619, 2.335)
O (1.980, 1.176, -0.287)
H (2.042, 0.979, -1.226)
H (2.257, 0.366, 0.159)
O (2.183, -2.056, -0.722)
H (1.737, -2.727, -0.191)
H (1.413, -1.607, -1.091)
O (-0.643, -1.270, 0.100)
H (-0.875, -0.548, -0.494)
H (-1.272, -1.246, 0.837)
O (-0.688, 3.351, -1.515)
H (-0.155, 3.810, -0.856)
H (-0.051, 2.749, -1.912)

***

Q.
Density functional theory data (ωB97M-V/def2-TZVPD) for a 5-piece molecular cluster, H11NO4 overall.

**Total charge**: 0
**Gap between HOMO and LUMO**: 10.56 eV
**Lowest unoccupied orbital energy**: 0.224 eV
**Structure (SMILES)**: N.O.O.O.O
**Multiplicity**: 1

Positions of all 16 atoms, in Å:
N (-1.120, 0.026, -1.266)
H (-0.368, -0.414, -0.687)
H (-0.782, -0.255, -2.158)
H (-1.808, -0.536, -1.070)
O (0.182, 3.146, -0.788)
H (0.483, 2.626, -0.058)
H (-0.187, 2.520, -1.375)
O (1.433, -0.055, 1.491)
H (0.494, -0.045, 1.831)
H (1.992, 0.783, 1.507)
O (-1.599, -0.856, 1.572)
H (-1.521, -1.563, 2.206)
H (-2.439, -0.493, 1.643)
O (1.718, -1.487, -1.355)
H (1.610, -1.039, -0.531)
H (1.912, -2.358, -0.961)

***

R.
Density functional theory data (ωB97M-V/def2-TZVPD) for a 5-piece molecular cluster, H11NO4 overall.

**Total charge**: 0
**Gap between HOMO and LUMO**: 11.14 eV
**Lowest unoccupied orbital energy**: 0.449 eV
**Structure (SMILES)**: N.O.O.O.O
**Multiplicity**: 1

Positions of all 16 atoms, in Å:
N (-2.521, 0.224, -2.504)
H (-3.449, -0.005, -2.994)
H (-2.651, 0.575, -1.522)
H (-1.981, 0.813, -3.096)
O (2.210, -0.571, 1.207)
H (2.488, -1.097, 2.013)
H (1.458, -1.058, 0.919)
O (-0.810, -1.551, 2.571)
H (-1.344, -1.198, 3.297)
H (-1.197, -1.617, 1.659)
O (-0.881, -1.898, -1.378)
H (0.012, -1.731, -1.673)
H (-1.364, -1.261, -1.850)
O (2.127, 3.739, 0.277)
H (2.740, 3.131, -0.069)
H (1.772, 4.129, -0.563)

***

Q: What are the energies relative to the best structure? A: P 0.0; Q 72.4; R 60.5, in kJ/mol.

***

P.
Density functional theory data (ωB97M-V/def2-TZVPD) for an isolated ion of composition C2H3N2O2 and charge -1.

**Total charge**: -1
**Gap between HOMO and LUMO (spin up / spin down)**: 7.06 / 7.06 eV
**Lowest unoccupied orbital energy (spin up / spin down)**: 4.758 / 4.758 eV
**Multiplicity**: 1

Positions of all 9 atoms, in Å:
C (-0.756, -0.590, 0.351)
C (0.067, 0.540, 0.133)
N (-1.716, -0.615, 1.196)
N (-1.170, 1.783, 1.380)
O (-1.755, 2.552, 0.665)
O (-2.085, 0.527, 1.827)
H (-0.779, -1.544, -0.277)
H (1.097, 0.642, 0.632)
H (0.303, 0.682, -1.036)

***

Q.
Density functional theory data (ωB97M-V/def2-TZVPD) for a 2-piece molecular cluster, C2H3N2O2 overall.

**Total charge**: -1
**Gap between HOMO and LUMO**: 5.37 eV
**Lowest unoccupied orbital energy**: 4.098 eV
**Multiplicity**: 1

Positions of all 9 atoms, in Å:
C (-2.594, 0.075, 0.070)
C (1.799, 0.034, 0.047)
N (-0.333, -0.546, -0.731)
N (0.297, 0.006, 0.159)
O (-3.078, -0.968, 0.334)
O (-2.596, 1.249, -0.036)
H (2.182, -0.271, -0.935)
H (2.200, -0.632, 0.818)
H (2.123, 1.053, 0.275)

***

Q: What are the energies relative to the best structure? A: P 456.0; Q 0.0, in kJ/mol.

***

P.
Density functional theory data (ωB97M-V/def2-TZVPD) for an isolated molecule of C4H4N2OS.

**Total charge**: 0
**Gap between HOMO and LUMO**: 9.16 eV
**Lowest unoccupied orbital energy**: 0.204 eV
**Structure (SMILES)**: C=Cc1onnc1S
**Multiplicity**: 1

Positions of all 12 atoms, in Å:
C (2.074, -0.383, -0.006)
C (0.988, -1.135, -0.013)
C (-0.387, -0.529, 0.043)
O (-1.432, -1.401, 0.005)
N (-2.612, -0.699, -0.030)
N (-2.286, 0.537, -0.009)
C (-0.949, 0.702, -0.013)
S (-0.197, 2.259, -0.001)
H (2.041, 0.703, -0.128)
H (3.064, -0.802, -0.029)
H (1.017, -2.232, 0.089)
H (-1.321, 2.982, 0.093)

***

Q.
Density functional theory data (ωB97M-V/def2-TZVPD) for an isolated molecule of C4H4N2OS.

**Total charge**: 0
**Gap between HOMO and LUMO**: 7.86 eV
**Lowest unoccupied orbital energy**: -0.862 eV
**Structure (SMILES)**: C=Cc1nc(=S)o[nH]1
**Multiplicity**: 1

Positions of all 12 atoms, in Å:
C (1.254, -3.032, -1.172)
C (0.802, -1.822, -1.542)
C (0.316, -0.761, -0.521)
N (0.084, 0.532, -0.868)
C (-0.446, 1.055, 0.334)
S (-0.986, 2.535, 0.760)
O (-0.265, 0.104, 1.234)
N (0.190, -1.151, 0.701)
H (1.548, -3.610, -1.952)
H (1.139, -3.198, -0.055)
H (0.579, -1.489, -2.690)
H (1.157, -1.401, 1.242)

***

Q: What are the energies relative to the best structure? A: P 0.0; Q 143.5, in kJ/mol.

***

P.
Density functional theory data (ωB97M-V/def2-TZVPD) for an isolated molecule of C4H4N2OS.

**Total charge**: 0
**Gap between HOMO and LUMO**: 8.97 eV
**Lowest unoccupied orbital energy**: 0.357 eV
**Structure (SMILES)**: Oc1cnc(S)cn1
**Multiplicity**: 1

Positions of all 12 atoms, in Å:
O (0.776, -2.122, -1.558)
C (0.459, -1.060, -0.788)
C (-0.849, -0.767, -0.399)
N (-1.135, 0.288, 0.351)
C (-0.113, 1.055, 0.733)
S (-0.426, 2.481, 1.742)
C (1.198, 0.751, 0.338)
N (1.480, -0.297, -0.416)
H (-0.004, -2.608, -1.765)
H (-1.690, -1.389, -0.677)
H (-1.720, 2.272, 1.769)
H (2.024, 1.395, 0.669)

***

Q.
Density functional theory data (ωB97M-V/def2-TZVPD) for a 2-piece molecular cluster, C4H4N2OS overall.

**Total charge**: 0
**Gap between HOMO and LUMO**: 6.83 eV
**Lowest unoccupied orbital energy**: -1.003 eV
**Multiplicity**: 1

Positions of all 12 atoms, in Å:
C (2.158, 0.235, 0.096)
C (1.889, -1.110, 0.062)
C (0.530, -1.449, 0.062)
C (-0.444, -0.384, -0.056)
H (-0.300, 2.624, 0.899)
H (3.303, 0.597, 0.130)
H (2.794, -1.681, 0.055)
H (0.322, -2.540, -0.100)
N (0.017, 0.734, -0.066)
N (1.210, 1.154, -0.265)
O (-0.895, 1.745, 0.042)
S (-2.022, -0.620, 0.001)

***

Q: What are the energies relative to the best structure? A: P 0.0; Q 606.8, in kJ/mol.

***

P.
Density functional theory data (ωB97M-V/def2-TZVPD) for an isolated molecule of C4H10OSi.

**Total charge**: 0
**Gap between HOMO and LUMO**: 10.54 eV
**Lowest unoccupied orbital energy**: 0.921 eV
**Structure (SMILES)**: OC1([SiH3])CCC1
**Multiplicity**: 1

Positions of all 16 atoms, in Å:
O (0.593, -2.030, -0.073)
C (0.306, -0.584, 0.123)
Si (1.844, 0.468, 0.054)
C (-0.806, -0.200, 1.215)
C (-1.694, 0.384, 0.090)
C (-0.715, -0.148, -1.033)
H (1.281, -2.374, 0.418)
H (2.842, 0.497, -1.130)
H (2.705, -0.127, 1.098)
H (1.273, 1.698, 0.327)
H (-0.581, 0.487, 1.948)
H (-1.153, -1.148, 1.742)
H (-2.802, 0.099, -0.050)
H (-1.777, 1.412, 0.129)
H (-1.054, -1.060, -1.467)
H (-0.259, 0.550, -1.738)

***

Q.
Density functional theory data (ωB97M-V/def2-TZVPD) for an isolated molecule of C4H10OSi.

**Total charge**: 0
**Gap between HOMO and LUMO**: 9.50 eV
**Lowest unoccupied orbital energy**: 0.754 eV
**Structure (SMILES)**: C[C@H]1O[Si]1(C)C
**Multiplicity**: 1

Positions of all 16 atoms, in Å:
C (1.411, -2.387, -0.438)
C (0.702, -1.368, 0.392)
O (1.484, -0.285, 0.952)
Si (0.171, 0.428, 0.123)
C (-1.064, 1.135, 1.402)
C (0.494, 1.589, -1.323)
H (2.048, -1.796, -1.025)
H (1.992, -3.049, 0.104)
H (0.727, -2.932, -1.101)
H (0.244, -1.860, 1.192)
H (-0.431, 2.012, 1.866)
H (-2.059, 1.482, 0.953)
H (-1.356, 0.493, 2.206)
H (0.412, 2.617, -0.825)
H (1.497, 1.427, -1.645)
H (-0.260, 1.588, -2.125)

***

Q: What are the energies relative to the best structure? A: P 191.3; Q 0.0, in kJ/mol.

***

P.
Density functional theory data (ωB97M-V/def2-TZVPD) for a 2-piece molecular cluster, C3H5BrSi overall.

**Total charge**: 0
**Gap between HOMO and LUMO (spin up / spin down)**: 8.15 / 8.09 eV
**Lowest unoccupied orbital energy (spin up / spin down)**: -0.822 / -0.734 eV
**Multiplicity**: 1

Positions of all 10 atoms, in Å:
C (0.900, 1.968, -1.275)
C (0.480, 0.892, -0.849)
C (-0.110, -0.383, -0.442)
Si (-0.564, -0.680, 1.430)
Br (-1.220, -1.182, -1.744)
H (1.199, 2.933, -1.759)
H (1.494, -1.353, -0.851)
H (-1.573, -1.844, 1.276)
H (-1.022, 0.704, 1.746)
H (0.415, -1.055, 2.468)

***

Q.
Density functional theory data (ωB97M-V/def2-TZVPD) for an isolated molecule of C3H5BrSi.

**Total charge**: 0
**Gap between HOMO and LUMO**: 8.34 eV
**Lowest unoccupied orbital energy**: -1.569 eV
**Structure (SMILES)**: [SiH3]C=C=CBr
**Multiplicity**: 1

Positions of all 10 atoms, in Å:
Si (0.230, 1.271, 1.394)
C (0.040, 0.820, -0.433)
C (-0.010, -0.454, -0.853)
C (-0.328, -1.656, -1.213)
Br (0.556, -3.711, -1.915)
H (-0.929, 0.755, 2.119)
H (0.287, 2.729, 1.456)
H (1.468, 0.681, 1.905)
H (0.020, 1.588, -1.194)
H (-1.335, -2.024, -1.267)

***

Q: What are the energies relative to the best structure? A: P 233.5; Q 0.0, in kJ/mol.

***

P.
Density functional theory data (ωB97M-V/def2-TZVPD) for a 2-piece molecular cluster, C4H5N2 overall.

**Total charge**: +1
**Gap between HOMO and LUMO**: 10.15 eV
**Lowest unoccupied orbital energy**: -5.353 eV
**Multiplicity**: 1

Positions of all 11 atoms, in Å:
C (1.216, 0.092, 0.486)
C (1.234, -3.086, 0.247)
C (-0.477, 1.797, -0.019)
C (-0.924, 2.218, -1.214)
N (0.484, 0.917, 0.200)
N (0.424, -3.699, 0.817)
H (-1.059, 2.145, 0.810)
H (-0.438, 1.928, -2.086)
H (-1.898, 2.850, -1.230)
H (-0.232, -4.326, 1.095)
H (1.669, -0.836, 0.893)

***

Q.
Density functional theory data (ωB97M-V/def2-TZVPD) for an isolated ion of composition C4H5N2 and charge +1.

**Total charge**: +1
**Gap between HOMO and LUMO (spin up / spin down)**: 8.53 / 8.53 eV
**Lowest unoccupied orbital energy (spin up / spin down)**: -5.826 / -5.825 eV
**Multiplicity**: 1

Positions of all 11 atoms, in Å:
C (0.372, 0.429, 0.222)
C (-0.674, -0.687, 0.385)
C (-0.353, 1.528, -0.095)
C (2.797, -0.024, -0.047)
N (1.697, 0.202, 0.236)
N (-1.865, 0.224, 0.098)
H (-0.707, -1.464, -0.333)
H (-0.839, -1.070, 1.509)
H (-0.749, 2.580, -0.288)
H (3.680, -0.479, -0.349)
H (-1.937, 0.236, -0.886)

***

R.
Density functional theory data (ωB97M-V/def2-TZVPD) for an isolated ion of composition C4H5N2 and charge +1.

**Total charge**: +1
**Gap between HOMO and LUMO (spin up / spin down)**: 8.24 / 8.23 eV
**Lowest unoccupied orbital energy (spin up / spin down)**: -6.027 / -6.028 eV
**Structure (SMILES)**: C=C=NCC#[NH+]
**Multiplicity**: 1

Positions of all 11 atoms, in Å:
C (-0.888, 1.299, -1.536)
C (-1.190, 0.492, -0.548)
N (-1.588, -0.389, 0.215)
C (-0.876, -1.020, 1.205)
C (0.538, -0.788, 0.993)
N (1.163, -0.025, 0.331)
H (-1.010, 0.988, -2.552)
H (-0.656, 2.343, -1.355)
H (-1.122, -1.980, 1.431)
H (-0.979, -0.290, 2.030)
H (1.884, 0.611, -0.010)

***

Q: What are the energies relative to the best structure? A: P 0.0; Q 258.2; R 13.2, in kJ/mol.

***

P.
Density functional theory data (ωB97M-V/def2-TZVPD) for C4H5N2 as an isolated structure.

**Total charge**: +1
**Gap between HOMO and LUMO**: 9.63 eV
**Lowest unoccupied orbital energy**: -6.129 eV
**Multiplicity**: 1

Positions of all 11 atoms, in Å:
C (1.660, -0.164, 0.044)
C (0.643, -0.969, -0.113)
C (1.258, 1.276, -0.032)
C (-1.989, 0.150, 0.028)
N (-0.012, 1.443, 0.041)
N (-0.716, 0.267, -0.037)
H (2.773, -0.384, -0.036)
H (0.314, -1.901, 0.067)
H (1.881, 2.148, 0.157)
H (-2.405, 1.091, -0.006)
H (-2.502, -0.703, 0.068)

***

Q.
Density functional theory data (ωB97M-V/def2-TZVPD) for an isolated ion of composition C4H5N2 and charge +1.

**Total charge**: +1
**Gap between HOMO and LUMO (spin up / spin down)**: 7.10 / 7.21 eV
**Lowest unoccupied orbital energy (spin up / spin down)**: -6.927 / -6.846 eV
**Multiplicity**: 1

Positions of all 11 atoms, in Å:
C (-0.253, 0.603, -1.956)
C (-0.610, -0.689, -2.157)
C (0.072, 0.014, 0.210)
C (0.371, 0.219, 1.588)
N (0.452, 0.750, -0.831)
N (-0.877, -1.332, -1.184)
H (-0.182, -0.330, 2.332)
H (0.000, 1.252, 1.693)
H (1.479, 0.072, 1.928)
H (0.794, 1.656, -0.736)
H (-1.246, -2.215, -0.885)

***

Q: What are the energies relative to the best structure? A: P 0.0; Q 425.4, in kJ/mol.

***

P.
Density functional theory data (ωB97M-V/def2-TZVPD) for an isolated molecule of CH3N3O2S.

**Total charge**: 0
**Gap between HOMO and LUMO (spin up / spin down)**: 8.12 / 8.12 eV
**Lowest unoccupied orbital energy (spin up / spin down)**: -0.574 / -0.575 eV
**Structure (SMILES)**: [H]/N=[N+](\[O-])CSN=O
**Multiplicity**: 1

Positions of all 10 atoms, in Å:
H (1.334, 1.506, -0.629)
N (0.997, 0.621, -0.311)
N (0.098, 0.788, 0.586)
O (-0.336, 1.824, 1.057)
C (-0.483, -0.526, 0.879)
S (0.142, -1.753, -0.188)
N (-0.060, -0.504, -1.513)
O (0.413, -0.654, -2.555)
H (-0.459, -0.818, 1.893)
H (-1.646, -0.483, 0.780)

***

Q.
Density functional theory data (ωB97M-V/def2-TZVPD) for an isolated molecule of CH3N3O2S.

**Total charge**: 0
**Gap between HOMO and LUMO**: 9.98 eV
**Lowest unoccupied orbital energy**: -1.142 eV
**Structure (SMILES)**: O=S1(=O)N=NCN1
**Multiplicity**: 1

Positions of all 10 atoms, in Å:
O (-2.002, -0.968, -0.957)
S (-1.279, -0.284, 0.053)
O (-1.792, -0.303, 1.372)
N (-0.820, 1.258, -0.447)
N (0.430, 1.472, -0.160)
C (1.131, 0.261, 0.216)
N (0.314, -0.890, 0.036)
H (2.009, 0.219, -0.432)
H (1.498, 0.446, 1.263)
H (0.511, -1.212, -0.944)

***

Q: What are the energies relative to the best structure? A: P 383.2; Q 0.0, in kJ/mol.